{
  "formula": "C10H14FN2",
  "method": "ωB97M-V/def2-TZVPD",
  "smiles": "CN(C)/C(F)=[N+](\\C)c1ccccc1",
  "total_energy_ha": -598.491137,
  "relative_energy_kcal_mol": 29.67,
  "homo_ha": -0.4740,
  "gap_ev": 9.9,
  "charge": 1,
  "largest_force_ev_per_a": 5.75,
  "elements": ["C", "N", "C", "C", "F", "N", "C", "C", "C", "C", "C", "C", "C", "H", "H", "H", "H", "H", "H", "H", "H", "H", "H", "H", "H", "H", "H"],
  "coordinates": [[0.086305, 2.742977, -0.939101], [0.260615, 1.462396, -1.620543], [0.004556, 1.420403, -3.058934], [0.042042, 0.311337, -0.920186], [0.031996, -0.674498, -1.770348], [-0.061106, -0.027087, 0.382293], [0.202197, 0.749581, 1.586553], [-0.112494, -1.418650, 0.779377], [-1.227040, -2.079410, 1.326742], [-1.171306, -3.433881, 1.550591], [0.046935, -4.110127, 1.678473], [1.248334, -3.407467, 1.407363], [1.150102, -2.113660, 0.782635], [1.000036, 3.089636, -0.624667], [-0.185479, 3.576126, -1.781309], [-0.689176, 2.757782, -0.226767], [-0.870723, 0.869696, -3.392313], [-0.266343, 2.521634, -3.213747], [0.851266, 0.945286, -3.620155], [0.892840, 0.296781, 2.184329], [-0.770566, 0.774064, 2.062479], [0.651051, 1.848278, 1.387378], [-2.129495, -1.560049, 1.246761], [-1.999706, -3.942659, 1.987568], [-0.146572, -5.106160, 1.912541], [2.288557, -3.901685, 1.413494], [1.904939, -1.523650, 0.496929]],
  "forces_ev_per_a": [[-1.2364, 1.9892, -4.0328], [-1.5823, -1.7472, 2.7360], [0.0846, 1.4103, -1.1791], [1.0247, 0.8441, -0.1544], [-0.4376, -0.9877, 0.5333], [0.4519, 0.1028, -1.9843], [-1.1011, 4.8440, -1.8892], [1.7517, -3.0894, 0.3359], [1.1627, 0.9917, -2.3649], [1.1918, 0.2247, 1.7099], [0.1057, 2.6853, -1.1362], [0.7902, -0.1458, -1.9273], [-4.6661, -2.0178, 2.6831], [2.0645, 0.6956, 1.3772], [0.3690, -2.1055, 2.1160], [-0.7561, -0.1171, 0.9201], [-0.2711, -0.2307, 0.6130], [1.0269, -1.8180, -0.9377], [-0.5159, 1.1434, 0.4372], [1.7768, -1.5952, 1.3940], [0.1207, 0.5348, 0.6028], [-1.3970, -2.5457, 0.2882], [-1.5714, 0.6075, 0.4052], [-0.8679, -0.2191, -0.3485], [1.0064, -1.7032, 0.6428], [-1.9152, 0.7639, 0.2527], [3.3906, 1.4848, -1.0929]]
}